# 1
DFT (the ωB97M-V functional and the def2-TZVPD basis) results for a structure of composition C44H45N5OSeSi2Y.

Output
Charge: -1
Maximum force, eV/Å: 1.2

Each line ends with the Löwdin charge.
CARTESIAN COORDINATES (ANGSTROEM)
Y -0.09089 -0.26280 0.36785  1.2893
Se -2.47365 -1.36281 1.60476  0.2808
Si 0.39683 -2.25199 -2.53352  0.4247
Si -3.81897 -3.16936 1.25087  0.1290
O 0.40373 2.08733 -1.14890  -0.0577
N 4.89038 -6.47938 -0.81819  0.1191
N -0.51794 1.65659 1.68914  -0.0154
N 1.97619 1.02311 0.96088  0.0265
N -1.95738 1.00815 -0.51900  -0.0218
N 0.51196 -0.62486 -1.96774  -0.1629
C -4.28097 2.36066 -1.17407  -0.0098
C 3.18235 0.78748 0.48553  -0.1598
C -4.73360 -3.02116 -0.42536  -0.2316
C 3.24101 -2.43056 1.16438  -0.0615
C 1.06678 -1.64261 2.09540  -0.2346
C 3.48328 -4.66988 0.30164  -0.2851
C -2.85507 -4.82262 1.32629  -0.2248
C -0.63677 -3.20590 -1.25329  -0.1878
C -4.35340 3.26530 1.12475  -0.0622
C -0.22456 4.17851 -0.19386  0.0080
C 1.43266 0.14898 -4.08797  -0.0586
C -3.81234 3.25817 2.38444  -0.0858
C 0.11598 5.36821 0.42494  -0.0707
C 1.70594 2.47866 -4.56726  -0.1130
C 1.50537 3.55030 4.18881  -0.0920
C -3.73262 2.50839 0.11646  -0.1667
C -5.16674 -3.21326 2.61452  -0.2415
C 1.82452 1.81144 2.04677  -0.1614
C 2.43500 4.84497 0.16810  -0.0732
C 4.23604 2.01876 2.22615  -0.0054
C 4.25841 -5.65250 -0.32187  -0.2387
C 0.94790 0.37944 -2.78511  -0.3220
C -2.52704 0.84044 -1.69079  -0.1134
C 2.16178 -4.94101 0.69252  -0.0422
C 1.44502 5.70577 0.61156  -0.0948
C 2.77977 3.18311 3.83685  -0.0674
C -2.58320 2.66064 2.65175  -0.0257
C -1.82051 2.05577 1.65041  -0.2642
C 0.47586 2.16671 2.45300  -0.2005
C 1.89203 -2.66520 1.52036  -0.3308
C 1.27694 2.75889 -3.28128  -0.0334
C 0.91700 1.75066 -2.40687  -0.1856
C 2.11097 -3.10908 -2.65589  -0.1528
C 1.39619 -3.96941 1.27814  -0.0669
C -0.59766 -2.57585 -4.15789  -0.1711
C 1.78547 1.15522 -4.96044  -0.1105
C 0.76809 3.30306 -0.62302  -0.2851
C 2.10476 3.66202 -0.46168  -0.0318
C -2.50400 1.84302 0.38707  -0.2263
C 4.00268 -3.38928 0.54997  -0.0576
C 4.35178 1.26339 1.09118  -0.0535
C 0.38804 3.08568 3.50775  -0.0178
C 2.95704 2.33774 2.73102  -0.1640
C -3.67860 1.53265 -2.08284  -0.0395
H 5.01491 -3.16476 0.23718  0.1131
H 2.03458 -4.18844 -2.57747  0.0232
H -0.40215 -2.89439 -0.23433  -0.0398
H 3.47622 5.09157 0.31693  0.1044
H 1.20280 3.78684 -2.94633  0.1168
H 1.95890 3.28353 -5.24072  0.0903
H -4.71885 -3.29217 3.59867  0.0130
H -1.58725 -2.12689 -4.10349  0.0163
H 3.64305 3.55367 4.37154  0.1004
H -2.19999 -4.83961 2.19127  0.0140
H 2.64894 -2.89153 -3.57403  0.0163
H -0.42857 -4.26754 -1.31844  0.0371
H -5.83615 -4.05759 2.47258  0.0129
H 2.73635 -2.77713 -1.83215  0.0078
H 0.37924 -4.19421 1.57073  0.1026
H -5.75508 -2.30253 2.59382  0.0128
H 3.66819 -1.45757 1.37031  0.0830
H -5.14616 -2.02361 -0.53469  0.0118
H -4.08028 1.38838 -3.07493  0.1018
H -0.11167 -2.17355 -5.03972  0.0046
H -5.27026 3.79403 0.90253  0.1011
H -4.06477 -3.19571 -1.26100  0.0001
H -0.66686 6.03519 0.75773  0.1036
H -5.54730 -3.73625 -0.48912  0.0121
H -1.70212 -3.07163 -1.41889  0.0116
H 5.11097 2.40077 2.73622  0.1144
H 1.35811 4.22733 5.01997  0.1007
H -2.23869 2.65342 3.67178  0.0960
H -0.56466 3.48003 3.80922  0.0764
H -0.74019 -3.64191 -4.32511  0.0233
H -5.18574 2.90033 -1.42167  0.1124
H -2.24168 -4.96051 0.44304  -0.0009
H -3.53422 -5.66576 1.40233  0.0130
H 2.11543 0.90366 -5.96053  0.0965
H 0.21297 -2.05010 2.64510  0.0052
H 1.62943 -0.94954 2.73020  0.0475
H 1.52146 -0.87302 -4.41280  0.0659
H 3.23005 0.19605 -0.42356  0.1221
H -4.33655 3.74720 3.19525  0.1008
H 5.31466 1.02453 0.66204  0.1070
H 2.87871 2.99903 -0.81854  0.1175
H -2.04836 0.13200 -2.36010  0.1064
H 1.76127 -5.93418 0.52913  0.1157
H 1.71079 6.63555 1.09502  0.0963
H -1.26129 3.91736 -0.34136  0.1147

Atoms 1-6, force components in eV/Å:
0.3 0.3 -0.7
-0.6 -0.7 0.1
-0.1 -1.1 -0.1
0.2 0.3 0.0
0.3 -0.4 -0.3
0.1 0.0 -0.1


# 2
DFT (the ωB97M-V functional and the def2-TZVPD basis) results for a structure of composition C44H46BrN7O4Y.

Output
Charge: +1
Maximum force, eV/Å: 0.9

Each line ends with the Löwdin charge.
CARTESIAN COORDINATES (ANGSTROEM)
Y -0.62923 -0.37569 -0.46274  1.5895
Br 1.87027 6.12251 4.30727  0.7563
O -0.66711 1.39670 0.70643  -0.2108
O -2.46268 -2.06595 -4.38477  0.0396
O -0.64606 3.54709 0.13889  0.0421
O 2.91831 -3.33627 -0.05008  0.0301
N 1.53100 -1.60754 0.37417  0.1368
N 0.18334 -2.16792 -1.99635  0.1161
N -2.17982 -0.85900 -2.50988  0.1088
N 5.82588 2.62527 -1.41637  0.1476
N 0.90783 2.13286 4.41224  0.1040
N 2.04312 0.83497 -1.34878  -0.0068
N -0.63610 1.54633 -2.21464  0.0420
C 3.88566 0.22414 4.36793  -0.0649
C -1.74391 -1.74726 -3.30721  -0.3373
C 4.40773 0.71435 -1.78828  -0.0012
C 0.65705 4.21500 2.56745  -0.0415
C -1.24847 -2.59897 1.15045  -0.2929
C -2.92908 -1.05417 0.91695  -0.2977
C 0.22900 2.93260 2.25828  -0.1052
C -3.78880 3.08743 -1.69003  -0.0545
C 1.28878 -2.85400 -1.70942  -0.1902
C 3.23245 -0.78790 3.68405  -0.0345
C -0.48563 -2.48887 -3.10525  -0.1618
C -1.18635 -1.70905 2.24923  -0.2334
C -0.40908 2.64457 0.93211  -0.5852
C -3.55561 1.72713 -1.79116  -0.0742
C 3.41628 -2.77967 1.19263  -0.0323
C -0.40577 -1.87329 3.52487  -0.0318
C 3.45482 2.76075 -1.02519  -0.0045
C -3.50893 -0.44437 -3.04086  -0.2083
C -3.76097 1.04765 -2.98948  -0.1811
C 2.23474 2.12423 -1.02071  -0.1601
C 2.87727 -0.62212 2.34635  -0.1902
C 1.79313 -3.85113 -2.53267  0.0437
C -4.29112 -0.48587 0.63107  -0.0353
C -0.56391 -3.92743 1.02148  -0.0300
C -3.52710 -1.08128 -4.43783  -0.0470
C 3.16751 0.57527 1.71479  -0.0269
C -0.06428 -3.47071 -3.98702  0.0462
C -2.59765 0.32117 3.05358  -0.0261
C -2.33326 -2.20196 0.31672  -0.3448
C 1.32055 3.36193 4.70545  -0.1830
C 3.81753 1.59294 2.40050  -0.0648
C 0.39338 1.92931 3.20499  -0.0939
C -3.01141 -3.15335 -0.63006  -0.0365
C -4.26006 3.79172 -2.79139  -0.0635
C 4.18637 1.41705 3.72393  -0.0813
C 1.10635 -4.15365 -3.69625  0.0060
C 1.91483 -2.53218 -0.41195  -0.3755
C 3.14097 0.18028 -1.74671  -0.1546
C 1.22707 4.41859 3.80906  -0.6673
C 4.60095 2.04839 -1.40049  -0.3127
C -2.20590 -0.74994 2.08536  -0.2643
C -4.24543 1.75874 -4.08105  -0.0322
C -4.49405 3.12335 -3.98091  -0.0640
C 2.30197 -1.81589 1.63150  -0.2207
H 3.59227 -3.59771 1.88512  0.1401
H 1.61629 -2.31885 2.30999  0.1017
H -3.58215 0.10892 3.48087  0.0921
H 3.00463 -0.84824 -2.06068  0.0987
H 4.69024 2.21094 4.25959  0.1094
H -1.03351 1.36995 -3.13082  0.0512
H 1.74336 3.51956 5.69089  0.1069
H 2.69280 -4.37560 -2.24706  0.1319
H -3.78123 -2.66571 -1.22798  0.0595
H 4.15113 0.08549 5.40744  0.1104
H 5.95712 3.55389 -1.05941  0.1091
H 4.34945 -2.25642 0.98135  0.1401
H 2.87965 0.71045 0.68673  0.0647
H 0.08169 -2.84876 3.57406  0.0763
H -4.45209 -1.59407 -4.68234  0.1429
H -5.01133 -0.87438 1.35792  0.0957
H 1.46910 -4.92529 -4.36127  0.1262
H 5.24014 0.10850 -2.12231  0.1160
H 0.34977 -1.10362 3.70099  0.0600
H -4.44620 4.85468 -2.71800  0.1107
H -4.45448 1.26790 -5.02253  0.1054
H -1.18537 -4.72652 1.43745  0.0974
H -1.09040 -1.83468 4.37469  0.0936
H 3.51579 3.80253 -0.73726  0.1233
H -4.25207 -0.93239 -2.40397  0.1318
H 0.30377 1.89146 -2.36473  0.0206
H 1.35873 2.68838 -0.72292  0.0930
H 4.02419 2.52921 1.89607  0.1028
H 0.07995 0.92243 2.96510  0.0882
H -1.89635 0.40784 3.88180  0.0697
H 2.99027 -1.71287 4.19695  0.1232
H -3.58951 3.59738 -0.75651  0.1149
H -2.31494 -3.63866 -1.32108  0.0668
H 0.39101 -3.96897 1.54947  0.0676
H -0.65164 -3.68881 -4.86671  0.1316
H -4.87311 3.65990 -4.84047  0.1096
H -0.37653 -4.19613 -0.02150  0.0691
H -4.32909 0.60050 0.71902  0.0721
H -2.66053 1.29788 2.56754  0.0816
H -3.26688 -0.37913 -5.22858  0.1239
H 0.53594 5.01594 1.85048  0.1206
H 6.64726 2.07918 -1.59977  0.1084
H -3.18578 1.19235 -0.92604  0.0778
H -4.66475 -0.75704 -0.35593  0.0582
H -1.15677 2.31769 -1.80118  0.0245
H -3.50623 -3.95597 -0.07471  0.0965

Atoms 1-6, force components in eV/Å:
-0.2 -0.2 0.9
0.0 0.0 0.0
0.2 0.4 0.2
0.0 0.0 0.0
0.0 0.0 0.0
0.0 0.0 0.0


Respective LUMO energy values: 1.99; -3.39 eV.
Respective orbital gap values: 6.4; 6.1 eV.
Respective relative energy (zero: lowest compared OMol25 entry of this formula, charge and spin) values: 15.7; 0.0 kcal/mol.